C2H7N3OS in the gas phase at a distorted geometry. Source: the Open Molecules 2025 dataset; level of theory: the ωB97M-V functional and the def2-TZVPD basis.

Computed properties:
Calculated total energy: -19535.2814 eV
Energy relative to the best compared isomer or geometry (same formula, charge and spin): 105.1 kcal/mol
HOMO-LUMO gap: 0.311 Eh
Charge: 0
LUMO level: 0.005 Ha

Last column: natural (NBO) charge in e.
Geometry (Å):
S (0.317, 1.856, 0.906)  0.14
O (2.011, -1.019, 1.283)  -0.54
N (0.164, -1.278, -1.442)  -0.71
N (-0.386, 0.262, 0.411)  -0.58
N (1.760, -0.853, 0.008)  -0.35
C (0.398, -0.626, -0.295)  0.53
C (-1.729, 0.427, 0.067)  -0.45
H (0.509, 2.324, -0.527)  0.14
H (-0.879, -1.040, -1.631)  0.32
H (-2.002, 0.534, -1.060)  0.20
H (-2.234, -0.562, 0.602)  0.22
H (-2.150, 1.432, 0.698)  0.24
H (2.254, -1.570, -0.604)  0.39
H (1.967, 0.112, 1.586)  0.45

C4H7N3S2 in the gas phase at a distorted geometry. Source: the Open Molecules 2025 dataset; level of theory: the ωB97M-V functional and the def2-TZVPD basis.

Computed properties:
Calculated total energy: -30397.6449 eV
Energy relative to the best compared isomer or geometry (same formula, charge and spin): 100.3 kcal/mol
HOMO-LUMO gap (spin up / spin down): 0.301 / 0.212 Eh
Charge: 0
LUMO level (spin up / spin down): -0.007 / -0.049 Ha

Last column: natural (NBO) charge in e.
Geometry (Å):
S (-2.146, 0.322, -1.609)  -0.03
S (-2.747, 1.412, 1.783)  0.03
N (0.320, 0.300, -0.516)  -0.36
N (1.245, 0.076, 0.373)  -0.18
N (-1.304, -0.643, 0.834)  -0.49
C (-1.003, 0.102, -0.401)  0.19
C (-0.707, -1.920, 0.992)  -0.41
C (-2.004, 0.018, 1.644)  0.04
C (2.582, 0.570, -0.075)  -0.45
H (2.810, 1.438, 0.435)  0.22
H (2.505, 0.778, -1.151)  0.17
H (0.682, 0.850, -1.378)  0.39
H (3.317, -0.216, 0.155)  0.22
H (0.366, -2.017, 1.056)  0.23
H (-1.209, -2.390, 1.938)  0.23
H (-1.032, -2.561, 0.145)  0.21